1.
The following is a DFT calculation (ωB97M-V with the def2-TZVPD basis set) of a cluster of 2 separate species, C14H16 in total at a distorted geometry.

Output
- SMILES: Cc1ccccc1.Cc1ccccc1
- LUMO: 0.810 eV
- Gap between HOMO and LUMO: 0.359 Eh

Geometry as XYZ:
```
30
Properties=species:S:1:pos:R:3:mulliken_charge:R:1
C 2.99 -2.09 -0.55 -1.374
C 3.28 -0.65 -0.36 0.810
C 3.59 -0.18 0.94 -0.508
C 4.04 1.12 1.10 -0.371
C 4.23 1.97 -0.01 -0.410
C 3.65 1.62 -1.23 -0.616
C 3.24 0.30 -1.38 -0.245
H 3.02 -2.38 -1.60 0.403
H 1.98 -2.36 -0.21 0.276
H 3.76 -2.65 -0.02 0.347
H 3.62 -0.96 1.69 0.350
H 4.05 1.64 2.05 0.340
H 4.57 2.95 0.28 0.327
H 3.76 2.26 -2.10 0.378
H 2.80 -0.15 -2.27 0.295
C -4.86 -1.78 0.18 -1.321
C -3.97 -0.57 0.30 0.880
C -2.59 -0.76 0.06 -0.394
C -1.73 0.30 0.06 -0.427
C -2.16 1.60 0.46 -0.575
C -3.53 1.79 0.49 -0.353
C -4.44 0.71 0.44 -0.512
H -4.43 -2.48 -0.53 0.331
H -5.86 -1.56 -0.18 0.353
H -5.11 -2.28 1.13 0.272
H -2.22 -1.71 -0.30 0.299
H -0.65 0.18 0.03 0.417
H -1.57 2.50 0.50 0.361
H -3.98 2.75 0.28 0.327
H -5.46 0.89 0.76 0.340
```

***

2.
The following is a DFT calculation (ωB97M-V with the def2-TZVPD basis set) of the molecule C5H7N.

Output
- SMILES: Cc1ccc[nH]1
- LUMO: 1.054 eV
- Gap between HOMO and LUMO: 0.331 Eh

Geometry as XYZ:
```
13
Properties=species:S:1:pos:R:3:mulliken_charge:R:1
C -1.16 1.22 -0.89 -1.176
C -0.39 0.11 -0.24 0.352
C 0.36 -0.91 -0.77 -0.452
C 1.26 -1.35 0.25 -0.493
C 1.00 -0.61 1.37 -0.454
N -0.01 0.26 1.06 -0.054
H -2.01 1.55 -0.30 0.332
H -0.47 2.06 -1.01 0.263
H -1.50 0.94 -1.89 0.327
H 0.30 -1.28 -1.79 0.391
H 2.03 -2.11 0.14 0.381
H 1.45 -0.60 2.35 0.384
H -0.42 0.93 1.69 0.199
```

***

3.
The following is a DFT calculation (ωB97M-V with the def2-TZVPD basis set) of a cluster of 2 separate species, C3H3O2S in total at a distorted geometry.

Output
- Charge: -1
- LUMO: 1.548 eV
- Gap between HOMO and LUMO: 0.182 Eh

Geometry as XYZ:
```
9
Properties=species:S:1:pos:R:3:mulliken_charge:R:1
C 0.04 -1.64 0.53 0.088
C -0.21 -2.52 1.32 -0.725
C 0.06 -0.45 -0.32 -0.665
O -3.17 1.35 0.89 -0.405
O -3.79 0.10 -1.12 -0.398
S -3.37 0.01 0.29 0.726
H 1.15 -0.09 -0.47 0.212
H -0.23 -0.79 -1.37 0.188
H -0.71 0.20 0.11 -0.020
```

***

4.
The following is a DFT calculation (ωB97M-V with the def2-TZVPD basis set) of the molecule C3H2N2O2.

Output
- SMILES: O=CC1=NC1N=O
- LUMO (spin up / spin down): -1.719 / -1.748 eV
- Gap between HOMO and LUMO (spin up / spin down): 0.237 / 0.229 Eh

Geometry as XYZ:
```
9
Properties=species:S:1:pos:R:3:mulliken_charge:R:1
O -0.09 1.82 -1.75 -0.385
C 0.29 1.57 -0.64 0.036
C 0.22 0.37 0.19 0.531
N 0.51 -0.12 1.29 -0.383
C -0.08 -1.34 0.93 -0.132
N -0.63 -1.42 -0.26 0.106
O -0.97 -0.99 -1.40 -0.505
H 0.83 2.30 0.02 0.283
H -0.08 -2.18 1.62 0.449
```

***

5.
The following is a DFT calculation (ωB97M-V with the def2-TZVPD basis set) of a structure of composition C7H10O at a distorted geometry.

Output
- LUMO: -1.335 eV
- Gap between HOMO and LUMO: 0.222 Eh

Geometry as XYZ:
```
18
Properties=species:S:1:pos:R:3:mulliken_charge:R:1
C -0.69 -1.14 -0.55 -0.981
C -1.44 0.19 -0.28 -0.192
C -0.37 1.34 -0.32 -0.539
C 1.07 0.95 0.29 -0.151
C 0.70 -0.15 1.34 -0.771
C 0.85 -1.11 0.19 -0.305
C 1.43 -0.13 -0.56 -0.371
H -1.03 -1.99 -0.04 0.458
H -0.43 -1.23 -1.61 0.451
H -2.12 0.49 -1.27 0.218
H -0.93 1.96 0.58 0.313
H -0.03 1.92 -1.27 0.346
H 1.57 1.89 0.67 0.456
H 1.25 -0.43 2.32 0.348
H -0.65 -0.26 1.25 0.415
H 1.05 -2.08 0.18 0.710
H 1.89 -0.14 -1.69 0.329
O -2.10 -0.08 0.76 -0.735
```

***

Taking the records one at a time from the top gives energy relative to the best compared isomer or geometry (same formula, charge and spin) values of 132.6 11.5 424.8 842.1 869.2 kJ/mol.